Record 1
A single C4H9N3O molecule. Source: the OMol25 dataset; level of theory: the ωB97M-V functional and the def2-TZVPD basis.

Its relative energy (zero: lowest compared OMol25 entry of this formula, charge and spin) is 151.07 kcal per mole. Its net charge is 0. Its SMILES is [H]/N=C(/O)C(=C)N(C)N. The LUMO energy is 0.65 eV. The calculation puts the HOMO energy at -8.4098 eV. The calculation puts the electronic energy at -10805.9106 eV.

```
17
C4H9N3O, DFT the ωB97M-V functional and the def2-TZVPD basis
H -0.468 0.311 2.512
N -1.309 0.439 1.960
C -1.182 0.256 0.733
O -2.162 -0.770 -0.064
C -0.504 0.467 -0.512
C -0.656 1.349 -1.498
N 0.685 -0.074 0.121
C 0.940 -1.512 0.200
N 1.835 0.704 -0.149
H -3.032 -0.579 0.313
H 0.108 1.446 -2.251
H -1.604 1.849 -1.603
H 1.288 -1.884 -0.769
H 0.023 -2.004 0.507
H 1.724 -1.679 0.941
H 2.342 0.871 0.714
H 1.972 0.810 -1.155
```

Löwdin charges in e: atom 1 (H): 0.0748, atom 2 (N): 0.1587, atom 3 (C): -0.3030, atom 4 (O): -0.1002, atom 5 (C): -0.2973, atom 6 (C): 0.1023, atom 7 (N): -0.2541, atom 8 (C): -0.0479, atom 9 (N): 0.0479, atom 10 (H): 0.0570, atom 11 (H): 0.0582, atom 12 (H): 0.0727, atom 13 (H): 0.0842, atom 14 (H): 0.0792, atom 15 (H): 0.0819, atom 16 (H): 0.0975, atom 17 (H): 0.0881

Record 2
A molecular structure, C4H9N3O. Source: the OMol25 dataset; level of theory: the ωB97M-V functional and the def2-TZVPD basis.

Its relative energy (zero: lowest compared OMol25 entry of this formula, charge and spin) is 139.21 kcal per mole. Its net charge is 0. The LUMO energy is 0.54 eV. The calculation puts the HOMO energy at -6.7704 eV. The calculation puts the electronic energy at -10806.4250 eV.

```
17
C4H9N3O, DFT the ωB97M-V functional and the def2-TZVPD basis
C -0.294 0.024 0.005
C 0.047 0.618 1.340
C -0.239 0.913 -1.212
C -0.062 -1.354 -0.166
N -2.216 -0.334 0.157
N 1.907 -0.881 -0.468
N 2.685 -0.194 0.140
O -0.278 -2.491 -0.249
H -2.378 -0.995 0.919
H -2.555 -0.796 -0.689
H 3.664 -0.229 -0.245
H -0.151 -0.075 2.156
H 1.114 0.869 1.351
H -1.068 1.617 -1.148
H 0.713 1.443 -1.230
H -0.336 0.351 -2.140
H -0.555 1.514 1.478
```

Löwdin charges in e: atom 1 (C): -0.4221, atom 2 (C): -0.0447, atom 3 (C): -0.0392, atom 4 (C): -0.2240, atom 5 (N): 0.0138, atom 6 (N): -0.0400, atom 7 (N): -0.0569, atom 8 (O): 0.2144, atom 9 (H): 0.0111, atom 10 (H): 0.0131, atom 11 (H): 0.0568, atom 12 (H): 0.0939, atom 13 (H): 0.0604, atom 14 (H): 0.0916, atom 15 (H): 0.0837, atom 16 (H): 0.0926, atom 17 (H): 0.0956

Record 3
A single C4H9N3O molecule. Source: the OMol25 dataset; level of theory: the ωB97M-V functional and the def2-TZVPD basis.

Its relative energy (zero: lowest compared OMol25 entry of this formula, charge and spin) is 92.16 kcal per mole. Its net charge is 0. Its SMILES is [H]/N=C(\C=N\N)[C@H](C)O. The LUMO energy is 0.29 eV. The calculation puts the HOMO energy at -8.8872 eV. The calculation puts the electronic energy at -10808.4655 eV.

```
17
C4H9N3O, DFT the ωB97M-V functional and the def2-TZVPD basis
H 2.204 1.622 0.379
N 1.187 1.785 0.414
C 0.558 0.696 0.339
C 0.878 -0.718 0.154
N 2.057 -0.931 -0.389
N 2.174 -2.228 -0.842
C -1.051 0.532 -0.209
C -1.876 1.407 0.725
O -1.741 -0.677 -0.444
H 0.235 -1.533 0.536
H 1.532 -2.437 -1.608
H 3.126 -2.364 -1.182
H -0.970 1.009 -1.190
H -1.476 2.422 0.791
H -1.906 0.974 1.731
H -2.912 1.481 0.379
H -2.018 -1.040 0.415
```

Löwdin charges in e: atom 1 (H): 0.0656, atom 2 (N): 0.1470, atom 3 (C): -0.2934, atom 4 (C): -0.1383, atom 5 (N): -0.0234, atom 6 (N): -0.0283, atom 7 (C): -0.3725, atom 8 (C): -0.0742, atom 9 (O): -0.0525, atom 10 (H): 0.1267, atom 11 (H): 0.0902, atom 12 (H): 0.0768, atom 13 (H): 0.1406, atom 14 (H): 0.0765, atom 15 (H): 0.0820, atom 16 (H): 0.0777, atom 17 (H): 0.0995

Record 4
A single C4H9N3O molecule. Source: the OMol25 dataset; level of theory: the ωB97M-V functional and the def2-TZVPD basis.

Its relative energy (zero: lowest compared OMol25 entry of this formula, charge and spin) is 209.25 kcal per mole. Its net charge is 0. Its SMILES is O/N=C\NNC1CC1. The LUMO energy is 0.60 eV. The calculation puts the HOMO energy at -8.1698 eV. The calculation puts the electronic energy at -10803.3879 eV.

```
17
C4H9N3O, DFT the ωB97M-V functional and the def2-TZVPD basis
O -1.644 -2.822 -0.860
N -0.446 -2.525 -1.631
C 0.481 -1.642 -1.286
N 0.677 -1.090 -0.136
N -0.235 -0.548 0.688
C -0.349 0.776 0.127
C 0.925 1.639 0.292
C -0.443 1.945 1.041
H -1.722 -2.425 0.036
H 1.213 -1.461 -2.286
H 1.474 -0.256 -0.059
H -0.020 -0.388 1.735
H -0.970 0.934 -0.690
H 1.324 2.205 -0.594
H 1.788 1.454 1.226
H -0.761 1.597 2.123
H -1.292 2.607 0.272
```

Löwdin charges in e: atom 1 (O): -0.1269, atom 2 (N): -0.0300, atom 3 (C): -0.2926, atom 4 (N): -0.0982, atom 5 (N): -0.0499, atom 6 (C): -0.4278, atom 7 (C): -0.1279, atom 8 (C): -0.1289, atom 9 (H): 0.0601, atom 10 (H): 0.1820, atom 11 (H): 0.1634, atom 12 (H): 0.1648, atom 13 (H): 0.1147, atom 14 (H): 0.0994, atom 15 (H): 0.1824, atom 16 (H): 0.1324, atom 17 (H): 0.1833

Record 5
2 unconnected molecules or ions with the total composition C4H9N3O3S. Source: the OMol25 dataset; level of theory: the ωB97M-V functional and the def2-TZVPD basis.

Its relative energy (zero: lowest compared OMol25 entry of this formula, charge and spin) is 29.57 kcal per mole. Its net charge is 0. The LUMO energy is -0.28 eV. The calculation puts the HOMO energy at -8.7038 eV. The calculation puts the electronic energy at -25736.4194 eV.

```
20
C4H9N3O3S, DFT the ωB97M-V functional and the def2-TZVPD basis
C -1.098 -0.965 0.074
C -0.933 2.397 -0.242
C -2.208 -1.862 0.003
C -0.564 1.326 0.716
N -0.997 3.591 0.196
N -1.217 0.171 0.585
N 1.861 -1.424 -0.622
O 1.111 1.058 -0.270
O 3.313 0.325 0.598
O 2.592 -2.090 0.388
S 2.446 0.353 -0.570
H -0.054 -1.393 -0.199
H -0.774 1.960 -1.243
H -1.791 -2.819 -0.232
H -2.882 -1.701 -0.883
H -2.860 -1.805 0.970
H -0.114 1.598 1.792
H -1.194 4.354 -0.434
H 2.224 -1.660 -1.525
H 3.138 -1.415 0.898
```

Löwdin charges in e: atom 1 (C): -0.1775, atom 2 (C): -0.2185, atom 3 (C): -0.0708, atom 4 (C): -0.1127, atom 5 (N): 0.1388, atom 6 (N): 0.0960, atom 7 (N): -0.2603, atom 8 (O): -0.5156, atom 9 (O): -0.4719, atom 10 (O): -0.1736, atom 11 (S): 0.8448, atom 12 (H): 0.1269, atom 13 (H): 0.1273, atom 14 (H): 0.0635, atom 15 (H): 0.1055, atom 16 (H): 0.1320, atom 17 (H): 0.1984, atom 18 (H): 0.0560, atom 19 (H): 0.0483, atom 20 (H): 0.0633

Record 6
A gas-phase ion, C4H9N3P (charge +1). Source: the OMol25 dataset; level of theory: the ωB97M-V functional and the def2-TZVPD basis.

Its relative energy (zero: lowest compared OMol25 entry of this formula, charge and spin) is 131.05 kcal per mole. Its net charge is +1. The LUMO energy (alpha / beta) is -5.41 / -5.42 eV. The calculation puts the HOMO energy (alpha / beta) at -12.5640 / -12.5520 eV. The calculation puts the electronic energy at -18040.5369 eV.

```
17
C4H9N3P, DFT the ωB97M-V functional and the def2-TZVPD basis
C 0.812 1.903 0.214
C 1.510 0.803 0.673
C -0.187 1.709 -0.757
C -0.309 -0.695 -0.126
N 1.860 -1.508 0.487
N 1.111 -0.464 0.429
N -0.519 -1.833 -0.760
P -1.662 0.217 0.676
H 1.029 2.983 0.629
H 2.412 0.805 1.383
H -1.034 2.422 -0.937
H 0.004 0.874 -1.479
H 1.410 -2.316 0.861
H -1.472 -2.098 -0.872
H 0.038 -2.382 -1.262
H -2.432 -0.777 1.221
H -2.571 0.358 -0.380
```

Löwdin charges in e: atom 1 (C): -0.1303, atom 2 (C): -0.0720, atom 3 (C): -0.0570, atom 4 (C): -0.4399, atom 5 (N): 0.1108, atom 6 (N): -0.2110, atom 7 (N): 0.2108, atom 8 (P): 0.9182, atom 9 (H): 0.1754, atom 10 (H): 0.1753, atom 11 (H): 0.1054, atom 12 (H): 0.0921, atom 13 (H): 0.0634, atom 14 (H): 0.1237, atom 15 (H): 0.0830, atom 16 (H): -0.1018, atom 17 (H): -0.0461

Record 7
A single C4H9N3S molecule. Source: the OMol25 dataset; level of theory: the ωB97M-V functional and the def2-TZVPD basis.

Its relative energy (zero: lowest compared OMol25 entry of this formula, charge and spin) is 36.90 kcal per mole. Its net charge is 0. Its SMILES is N[C@@H]1CNN=C1CS. The LUMO energy is 0.71 eV. The calculation puts the HOMO energy at -8.2723 eV. The calculation puts the electronic energy at -19598.0363 eV.

```
17
C4H9N3S, DFT the ωB97M-V functional and the def2-TZVPD basis
N -0.168 1.759 0.374
C -0.385 0.519 -0.401
C -1.753 0.012 -0.402
N -1.592 -1.468 -0.419
N -0.437 -1.790 0.182
C 0.295 -0.704 0.198
C 1.736 -0.729 0.766
S 2.988 -0.436 -0.518
H -0.776 2.461 -0.018
H 0.762 2.106 0.257
H 0.064 0.485 -1.424
H -2.209 0.307 0.557
H -2.473 0.326 -1.175
H -2.389 -1.976 -0.038
H 1.769 -1.761 1.187
H 1.788 0.004 1.566
H 2.780 0.884 -0.691
```

Löwdin charges in e: atom 1 (N): 0.0692, atom 2 (C): -0.3723, atom 3 (C): -0.1680, atom 4 (N): -0.0829, atom 5 (N): 0.0581, atom 6 (C): -0.3294, atom 7 (C): -0.5046, atom 8 (S): 0.7004, atom 9 (H): 0.0707, atom 10 (H): 0.0510, atom 11 (H): 0.1517, atom 12 (H): 0.1237, atom 13 (H): 0.1229, atom 14 (H): 0.1202, atom 15 (H): 0.0857, atom 16 (H): 0.0626, atom 17 (H): -0.1591

Record 8
2 unconnected molecules or ions with the total composition C4H9N3S. Source: the OMol25 dataset; level of theory: the ωB97M-V functional and the def2-TZVPD basis.

Its relative energy (zero: lowest compared OMol25 entry of this formula, charge and spin) is 135.65 kcal per mole. Its net charge is 0. The LUMO energy is 0.36 eV. The calculation puts the HOMO energy at -8.6098 eV. The calculation puts the electronic energy at -19593.7540 eV.

```
17
C4H9N3S, DFT the ωB97M-V functional and the def2-TZVPD basis
C -1.710 -0.787 -0.630
C -0.432 -0.292 0.108
C -0.106 1.160 0.165
C 2.007 -0.207 -0.231
H -2.228 -0.173 1.346
H -2.688 -2.055 0.588
H -1.589 -1.709 -1.085
H -1.943 0.205 -1.315
H -0.160 -0.761 1.180
H -0.370 2.095 -0.680
H 0.244 1.601 1.136
H 2.123 1.775 -0.267
H 3.753 0.759 -0.124
N -2.857 -0.908 0.263
N 0.749 0.099 -0.641
N 2.671 0.984 0.158
S 2.536 -1.785 0.029
```

Löwdin charges in e: atom 1 (C): -0.3375, atom 2 (C): -0.3739, atom 3 (C): -0.0882, atom 4 (C): -0.9567, atom 5 (H): 0.2178, atom 6 (H): 0.1380, atom 7 (H): 0.0730, atom 8 (H): 0.1560, atom 9 (H): 0.1740, atom 10 (H): 0.1800, atom 11 (H): 0.1051, atom 12 (H): 0.0929, atom 13 (H): 0.1606, atom 14 (N): -0.0724, atom 15 (N): -0.0711, atom 16 (N): 0.0364, atom 17 (S): 0.5660

- relative energy (zero: lowest compared OMol25 entry of this formula, charge and spin) of number 7 (C4H9N3S)?
  36.90 kcal per mole